A.
Here is one molecule with the formula C6H11N3O2S from OMol25. Energies are from ωB97M-V/def2-TZVPD.

```
! wB97M-V def2-TZVPD RIJCOSX def2/J DEFGRID3
* xyz 0 1
C 1.41 1.41 -2.01
N 1.15 1.83 -0.65
C -0.04 2.63 -0.46
S 1.34 0.63 0.47
O 1.05 1.15 1.78
O 2.59 -0.03 0.25
C -0.21 -0.81 0.10
N -0.84 -0.79 -1.04
C -1.83 -1.72 -0.91
C -1.77 -2.28 0.34
N -0.73 -1.67 0.99
C -0.27 -1.91 2.32
H 2.23 0.70 -1.97
H 0.53 0.93 -2.46
H 1.71 2.28 -2.60
H -0.17 2.77 0.61
H 0.10 3.60 -0.95
H -0.93 2.14 -0.88
H -2.50 -1.91 -1.72
H -2.36 -3.04 0.80
H -1.06 -2.40 2.89
H 0.62 -2.56 2.32
H 0.00 -0.96 2.79
*
```

Values from the calculation:
- structure (SMILES) = CN(C)S(=O)(=O)c1nccn1C
- gap between HOMO and LUMO (eV) = 10.01
- LUMO level (eV) = 0.9
- E_HOMO (Eh) = -0.335

***

B.
Here is one molecule with the formula C6H11N3O2S from OMol25. Energies are from ωB97M-V/def2-TZVPD.

```
! wB97M-V def2-TZVPD RIJCOSX def2/J DEFGRID3
* xyz 0 1
N -2.89 -0.45 -1.81
S -3.01 -0.49 -0.22
O -4.11 0.20 0.42
C -1.38 -0.20 0.65
C -1.26 1.19 1.23
N -0.29 1.83 0.70
N 0.42 1.11 -0.14
C 1.87 1.33 -0.34
C 2.64 0.20 0.42
C 2.12 -1.21 0.00
O 0.74 -1.30 0.23
C -0.05 -0.30 -0.30
H -3.65 -0.90 -2.20
H -3.20 -1.87 0.08
H -1.53 -1.09 1.33
H -1.98 1.50 1.95
H 2.11 2.32 -0.06
H 2.18 1.29 -1.37
H 3.77 0.28 0.04
H 2.85 0.34 1.44
H 2.35 -1.25 -1.14
H 2.67 -2.04 0.46
H -0.36 -0.48 -1.38
*
```

Values from the calculation:
- structure (SMILES) = N=[S@H](=O)[C@@H]1C=NN2CCCO[C@@H]12
- gap between HOMO and LUMO (eV) = 9.18
- LUMO level (eV) = 0.5
- E_HOMO (Eh) = -0.319

***

Going by the energies, A is most stable and the next is 310.5 kJ/mol up.

***

A.
Here is a 2-piece molecular cluster, C9H11BrS overall from OMol25. Energies are from ωB97M-V/def2-TZVPD.

```
! wB97M-V def2-TZVPD RIJCOSX def2/J DEFGRID3
* xyz 0 1
C 0.73 -2.79 -0.23
C 0.16 -2.11 -1.33
C 1.11 -2.07 0.89
C -0.01 -0.71 -1.29
C 0.94 -0.72 0.98
C 0.31 -0.03 -0.10
C -0.72 2.01 -0.96
C 0.71 2.20 1.20
C 0.22 1.42 0.01
S -2.42 0.13 1.33
Br -3.13 -0.99 -0.37
H 0.61 -3.89 -0.16
H -0.10 -2.68 -2.11
H 1.44 -2.74 1.67
H -0.43 -0.19 -2.13
H 1.03 -0.24 1.91
H -0.46 1.63 -2.01
H -0.81 3.08 -0.88
H -1.63 1.58 -0.79
H 1.71 1.63 1.54
H -0.10 2.26 2.01
H 0.83 3.22 0.82
*
```

Values from the calculation:
- gap between HOMO and LUMO (alpha / beta) (eV) = 4.72 / 4.73
- LUMO level (alpha / beta) (eV) = -2.1 / -2.1
- E_HOMO (alpha / beta) (Eh) = -0.252 / -0.252

***

B.
Here is one molecule with the formula C9H11BrS from OMol25. Energies are from ωB97M-V/def2-TZVPD.

```
! wB97M-V def2-TZVPD RIJCOSX def2/J DEFGRID3
* xyz 0 1
C -0.15 0.41 -2.37
C -0.74 0.07 -1.03
C -2.07 0.82 -0.78
S -1.24 -2.01 -1.24
Br -2.13 -2.46 0.59
C 0.23 -0.04 0.09
C 1.59 -0.07 -0.07
C 2.44 -0.03 1.04
C 1.94 -0.13 2.35
C 0.55 -0.26 2.47
C -0.27 -0.04 1.39
H 1.00 0.20 -2.36
H -0.31 1.53 -2.67
H -0.59 -0.25 -3.25
H -2.51 1.04 -1.70
H -1.92 1.86 -0.25
H -2.67 0.20 -0.07
H 2.10 -0.25 -1.01
H 3.54 -0.17 0.85
H 2.58 -0.31 3.22
H -0.04 -0.32 3.42
H -1.34 0.22 1.37
*
```

Values from the calculation:
- structure (SMILES) = CC(C)(SBr)c1ccccc1
- gap between HOMO and LUMO (eV) = 8.86
- LUMO level (eV) = 0.4
- E_HOMO (Eh) = -0.309

***

Going by the energies, B is most stable and the next is 185.6 kJ/mol up.